Entry 1:
A molecular structure, C3HO2Pm in a non-equilibrium geometry. Source: OMol25; level of theory: ωB97M-V with the def2-TZVPD basis set.

The total energy is -23762.2926 eV. Its multiplicity is 6. The expectation value of S² is 8.759. The net charge is +1.

Positions of all 7 atoms, in Å:
C (0.94324, -1.50204, -1.21857)
H (1.36401, -2.48558, -1.31253)
C (0.47130, -0.40679, -1.01255)
O (-0.27587, 0.82249, -1.06869)
C (-0.01246, 1.21826, 0.25117)
Pm (-1.72982, 1.67459, 3.27150)
O (-0.76040, 0.67908, 1.08966)

Entry 2:
A molecular structure, C3HO2Tl in a non-equilibrium geometry. Source: OMol25; level of theory: ωB97M-V with the def2-TZVPD basis set.

The total energy is -11888.1323 eV. The value obtained for the energy above the lowest of the compared OMol25 structures with the same formula, charge and spin is 0.0 kcal/mol. The net charge is +2.

Positions of all 7 atoms, in Å:
C (-2.72952, -0.41011, -0.61749)
C (-1.86311, 0.45595, -0.56457)
O (-0.72590, 0.97288, -0.34824)
C (2.05579, -0.84126, 0.22628)
O (2.17246, -1.96082, 0.22238)
H (-3.64108, -0.97326, -0.55198)
Tl (1.05412, 1.20812, -0.05139)

Entry 3:
A gas-phase ion, C3HO3 (charge -1) in a non-equilibrium geometry. Source: OMol25; level of theory: ωB97M-V with the def2-TZVPD basis set.

The total energy is -9268.3122 eV. The structure (SMILES) is O=CC1=C([O-])O1. The value obtained for the energy above the lowest of the compared OMol25 structures with the same formula, charge and spin is 49.2 kcal/mol. The net charge is -1.

Positions of all 7 atoms, in Å:
O (-1.69537, -0.36403, 0.55994)
C (-0.49211, -0.06978, 0.38860)
C (0.47140, -0.40019, 1.27488)
C (1.31360, -1.56989, 1.42836)
O (2.40791, -2.03537, 1.26053)
O (0.19362, -1.74268, 2.15592)
H (-0.07001, 0.66262, -0.34927)

Entry 4:
A molecular structure, C3HoLiO6 in a non-equilibrium geometry. Source: OMol25; level of theory: ωB97M-V with the def2-TZVPD basis set.

The total energy is -41384.3701 eV. Its multiplicity is 5. The expectation value of S² is 6.004. The net charge is +2.

Positions of all 11 atoms, in Å:
C (1.49795, -1.71408, -0.11625)
O (1.89579, -2.87592, -0.11128)
C (2.44502, -0.48184, 0.07617)
O (1.82711, 0.63854, 0.00343)
O (3.63988, -0.65862, 0.22161)
Li (-0.00380, -3.42378, -0.56039)
Ho (-0.30562, 0.74409, -0.30379)
O (0.25012, -1.43493, -0.31313)
O (-4.85168, 1.72059, 0.48019)
O (-2.58001, 1.50870, 0.10561)
C (-3.72888, 1.65809, 0.26260)

Entry 5:
A molecular structure, C3Li2O6 in a non-equilibrium geometry. Source: OMol25; level of theory: ωB97M-V with the def2-TZVPD basis set.

The total energy is -15807.5743 eV. Its multiplicity is 2. The expectation value of S² is 0.754. The value obtained for the energy above the lowest of the compared OMol25 structures with the same formula, charge and spin is 48.7 kcal/mol. The net charge is -1.

Positions of all 11 atoms, in Å:
O (0.38108, 1.97726, 0.24272)
C (1.51706, 1.62238, -0.10432)
O (1.48863, 0.17345, -0.12370)
C (2.63733, -0.62595, -0.27676)
O (3.71756, -0.06634, -0.49887)
O (2.39328, -1.83624, -0.13454)
Li (-0.44492, 0.17334, 0.23863)
C (-3.32903, 0.15769, 0.46865)
O (-4.47612, -0.23885, 0.29388)
O (-2.26451, -0.37972, 0.07481)
Li (-3.52520, -1.71509, -0.80830)

Entry 6:
A molecular structure, C3LiO6Tl in a non-equilibrium geometry. Source: OMol25; level of theory: ωB97M-V with the def2-TZVPD basis set.

The total energy is -20296.0835 eV. Its multiplicity is 2. The expectation value of S² is 0.754. The value obtained for the energy above the lowest of the compared OMol25 structures with the same formula, charge and spin is 19.2 kcal/mol. The net charge is -1.

Positions of all 11 atoms, in Å:
O (0.06703, 2.00645, 0.06083)
C (-0.08950, 0.73761, 0.04505)
O (0.99685, 0.04751, 0.59787)
C (1.91675, -0.64992, -0.24984)
O (2.80257, 0.03592, -0.76596)
O (1.77266, -1.87405, -0.16637)
Li (1.53277, 1.90864, 1.23637)
C (-1.37509, -0.00654, -0.09288)
O (-2.39472, 0.20966, 0.65573)
O (-1.42399, -0.98092, -0.93089)
Tl (-3.80534, -1.43434, -0.38991)